1.
Density functional theory data (ωB97M-V/def2-TZVPD) for 6 unconnected molecules or ions with the total composition C21H55ClN4O9.

Its multiplicity is 1.

The geometry in XYZ format:
```
90
C21H55ClN4O9 (ωB97M-V/def2-TZVPD)
Cl -2.078 -0.532 -2.582
O -2.073 0.083 -1.336
O -0.254 4.121 -2.985
O -0.986 0.194 -3.291
O 4.177 -3.119 0.167
O -3.627 -3.806 -1.280
O -1.932 -1.985 -2.548
O 1.618 1.235 0.583
O -3.354 -0.291 -3.251
O -4.464 -4.400 0.998
N 1.102 2.136 1.531
N 1.533 1.996 -3.574
N 0.556 -2.256 -0.537
N -1.934 -2.885 0.620
C 4.262 -4.540 0.087
C 1.039 0.706 3.685
C 0.304 1.549 2.663
C -1.352 -3.215 2.958
C 2.873 -2.581 0.208
C -2.263 -3.729 1.780
C 1.980 3.934 0.051
C 1.745 3.522 1.519
C 0.346 3.938 3.702
C -5.842 -4.759 1.188
C 0.040 3.678 -4.304
C 1.850 -2.724 -0.959
C 3.094 3.403 2.215
C -3.827 -3.579 2.021
C 2.211 -2.134 -2.242
C -0.563 2.771 3.294
C -0.740 0.700 1.930
C 1.486 2.623 -5.906
C -1.033 3.300 -2.030
C 1.387 3.137 -4.446
C 0.940 4.523 2.391
H -1.594 0.330 2.498
H 1.075 3.448 4.348
H 2.444 -2.805 1.184
H 0.766 1.843 -6.156
H 0.983 3.909 -0.389
H -1.006 2.475 4.245
H 2.095 0.975 3.698
H -4.076 -3.911 3.029
H -1.968 2.885 -2.407
H 3.179 2.950 3.203
H 3.721 4.282 2.062
H 2.232 3.811 -4.308
H 0.623 -1.315 -0.175
H 0.118 5.069 1.928
H 3.764 2.769 1.636
H -0.174 4.652 4.340
H 0.725 1.419 -3.389
H -0.254 -0.029 1.281
H 1.628 5.315 2.690
H -2.108 -4.764 1.473
H 2.321 4.967 0.131
H 0.853 1.225 0.003
H -0.612 2.881 -4.661
H 1.603 2.456 -2.678
H -2.114 -1.936 0.917
H 2.204 -1.044 -2.260
H -3.808 -4.352 -0.511
H -0.429 2.506 -1.591
H -1.276 1.269 1.171
H 0.718 0.856 4.716
H -2.817 -3.291 -1.254
H -1.377 -2.126 2.935
H -4.323 -3.147 -1.345
H -0.076 4.442 -5.073
H 3.568 -5.001 0.790
H 1.447 3.428 -6.640
H 2.896 -1.493 0.268
H 2.230 1.926 -6.292
H 3.146 -2.487 -2.677
H 0.818 -0.361 3.666
H 1.713 -3.786 -1.164
H -1.568 -3.627 3.943
H 1.504 -2.524 -2.974
H -4.254 -2.578 1.963
H -6.571 -4.040 0.814
H -6.062 -5.719 0.720
H -0.317 -3.480 2.739
H -6.164 -5.138 2.158
H 4.040 -4.948 -0.900
H 5.255 -4.717 0.501
H 0.139 -1.958 -1.407
H -1.373 3.949 -1.223
H -1.265 3.168 2.562
H -1.054 -2.968 0.132
H 2.614 3.325 -0.593
```

Mulliken charges, unit e, in atom order: atom 1 (Cl): 1.73, atom 2 (O): -0.58, atom 3 (O): -0.38, atom 4 (O): -0.74, atom 5 (O): -0.40, atom 6 (O): -0.29, atom 7 (O): -0.78, atom 8 (O): -0.21, atom 9 (O): -0.79, atom 10 (O): -0.38, atom 11 (N): 0.82, atom 12 (N): -0.53, atom 13 (N): -0.26, atom 14 (N): 0.06, atom 15 (C): -0.73, atom 16 (C): -1.63, atom 17 (C): 1.77, atom 18 (C): -0.98, atom 19 (C): -0.83, atom 20 (C): -0.27, atom 21 (C): -1.73, atom 22 (C): 1.28, atom 23 (C): -0.83, atom 24 (C): -0.94, atom 25 (C): -0.80, atom 26 (C): 0.65, atom 27 (C): -1.84, atom 28 (C): -0.68, atom 29 (C): -1.43, atom 30 (C): -1.11, atom 31 (C): -2.04, atom 32 (C): -1.61, atom 33 (C): -0.47, atom 34 (C): 0.56, atom 35 (C): -1.09, atom 36 (H): 0.55, atom 37 (H): 0.32, atom 38 (H): 0.50, atom 39 (H): 0.34, atom 40 (H): 0.22, atom 41 (H): 0.55, atom 42 (H): 0.28, atom 43 (H): 0.43, atom 44 (H): 0.39, atom 45 (H): 0.32, atom 46 (H): 0.51, atom 47 (H): 0.35, atom 48 (H): -0.32, atom 49 (H): 0.36, atom 50 (H): 0.38, atom 51 (H): 0.42, atom 52 (H): 0.36, atom 53 (H): 0.05, atom 54 (H): 0.45, atom 55 (H): 0.44, atom 56 (H): 0.50, atom 57 (H): 0.06, atom 58 (H): 0.39, atom 59 (H): 0.03, atom 60 (H): -0.05, atom 61 (H): 0.21, atom 62 (H): 0.63, atom 63 (H): -0.03, atom 64 (H): 0.41, atom 65 (H): 0.40, atom 66 (H): 0.27, atom 67 (H): 0.06, atom 68 (H): 0.37, atom 69 (H): 0.39, atom 70 (H): 0.32, atom 71 (H): 0.37, atom 72 (H): 0.20, atom 73 (H): 0.42, atom 74 (H): 0.43, atom 75 (H): 0.24, atom 76 (H): 0.31, atom 77 (H): 0.48, atom 78 (H): 0.45, atom 79 (H): 0.37, atom 80 (H): 0.33, atom 81 (H): 0.33, atom 82 (H): 0.30, atom 83 (H): 0.35, atom 84 (H): 0.25, atom 85 (H): 0.30, atom 86 (H): -0.01, atom 87 (H): 0.36, atom 88 (H): 0.34, atom 89 (H): 0.52, atom 90 (H): 0.30

***

2.
Density functional theory data (ωB97M-V/def2-TZVPD) for a molecular structure, C26H18AsCl2NO4Pt.

Its multiplicity is 3. Its expectation value of S² is 2.01.

The geometry in XYZ format:
```
53
C26H18AsCl2NO4Pt (ωB97M-V/def2-TZVPD)
Pt 0.078 -2.321 0.505
As -0.802 -0.473 -0.699
Cl 1.142 -4.538 1.433
Cl 0.702 -4.247 -1.411
O 4.644 2.163 3.695
O 3.948 0.915 5.483
O -0.120 -1.951 4.604
O -0.717 -2.233 2.473
N 1.622 -1.155 1.646
C 1.034 -5.411 -0.110
C 3.137 0.398 3.340
C -0.311 1.108 0.296
C 3.428 0.340 1.982
C -2.675 0.390 -2.507
C -0.293 -0.089 -2.507
C 1.308 -1.079 2.945
C 0.502 3.233 1.880
C 0.380 2.168 -0.275
C -1.197 0.722 -4.573
C 0.961 -0.227 -3.079
C 1.142 0.137 -4.406
C -0.212 2.183 2.444
C -3.896 0.818 -3.011
C -2.619 -0.073 -1.190
C 0.787 3.229 0.522
C 0.065 0.617 -5.142
C -4.961 0.296 -0.907
C -1.390 0.361 -3.246
C 4.029 1.274 4.303
C 0.080 -1.815 3.422
C -5.029 0.772 -2.210
C 2.653 -0.455 1.166
C -3.745 -0.131 -0.389
C -0.616 1.119 1.655
C 2.053 -0.323 3.829
H 0.208 -6.109 -0.054
H 1.975 -5.908 -0.308
H 0.611 2.165 -1.334
H -2.025 1.085 -5.169
H 2.118 0.053 -4.865
H 4.244 0.922 1.576
H 0.847 4.046 2.503
H -3.970 1.196 -4.023
H -5.850 0.261 -0.292
H -3.675 -0.512 0.622
H -0.438 2.184 3.502
H 1.786 -0.613 -2.492
H 1.782 -0.307 4.875
H 2.850 -0.537 0.102
H 0.214 0.914 -6.172
H 1.339 4.047 0.079
H -5.978 1.109 -2.608
H -1.149 0.284 2.097
```

natural (NBO) charges, unit e, in atom order: atom 1 (Pt): 0.83, atom 2 (As): 1.05, atom 3 (Cl): 0.07, atom 4 (Cl): 0.02, atom 5 (O): -0.73, atom 6 (O): -0.71, atom 7 (O): -0.57, atom 8 (O): -0.75, atom 9 (N): -0.49, atom 10 (C): -0.39, atom 11 (C): -0.02, atom 12 (C): -0.37, atom 13 (C): -0.22, atom 14 (C): 0.03, atom 15 (C): -0.25, atom 16 (C): 0.06, atom 17 (C): -0.18, atom 18 (C): -0.17, atom 19 (C): -0.18, atom 20 (C): -0.22, atom 21 (C): -0.21, atom 22 (C): -0.18, atom 23 (C): -0.20, atom 24 (C): -0.34, atom 25 (C): -0.21, atom 26 (C): -0.18, atom 27 (C): -0.20, atom 28 (C): -0.10, atom 29 (C): 0.74, atom 30 (C): 0.73, atom 31 (C): -0.19, atom 32 (C): 0.02, atom 33 (C): -0.18, atom 34 (C): -0.23, atom 35 (C): -0.19, atom 36 (H): 0.24, atom 37 (H): 0.24, atom 38 (H): 0.21, atom 39 (H): 0.22, atom 40 (H): 0.23, atom 41 (H): 0.26, atom 42 (H): 0.23, atom 43 (H): 0.21, atom 44 (H): 0.23, atom 45 (H): 0.23, atom 46 (H): 0.23, atom 47 (H): 0.22, atom 48 (H): 0.28, atom 49 (H): 0.19, atom 50 (H): 0.22, atom 51 (H): 0.22, atom 52 (H): 0.22, atom 53 (H): 0.23

***

3.
Density functional theory data (ωB97M-V/def2-TZVPD) for C6H9NO2 in the gas phase.

Its multiplicity is 1. The SMILES is CC(C)(C=C=N)C(=O)O.

The geometry in XYZ format:
```
18
C6H9NO2 (ωB97M-V/def2-TZVPD)
O 0.832 1.180 -1.843
O -1.317 1.409 -1.300
N -0.253 2.711 1.664
C 0.005 -0.424 0.024
C -0.091 1.562 1.387
C -0.243 0.890 -1.073
C 0.260 0.294 1.304
C -1.338 -1.151 -0.024
C 1.142 -1.381 -0.316
H 0.939 -0.119 2.045
H 2.120 -0.993 -0.012
H -1.523 -1.560 -1.023
H -2.172 -0.489 0.227
H 1.010 -2.356 0.167
H -1.340 -1.981 0.693
H -0.893 3.183 1.014
H 1.664 0.783 -1.538
H 1.198 -1.558 -1.396
```

natural (NBO) charges, unit e, in atom order: atom 1 (O): -0.68, atom 2 (O): -0.58, atom 3 (N): -0.70, atom 4 (C): -0.09, atom 5 (C): 0.60, atom 6 (C): 0.79, atom 7 (C): -0.61, atom 8 (C): -0.61, atom 9 (C): -0.64, atom 10 (H): 0.27, atom 11 (H): 0.21, atom 12 (H): 0.21, atom 13 (H): 0.23, atom 14 (H): 0.23, atom 15 (H): 0.21, atom 16 (H): 0.44, atom 17 (H): 0.50, atom 18 (H): 0.22

***

4.
Density functional theory data (ωB97M-V/def2-TZVPD) for a molecular structure, C19H8BrF5NO5Pd.

Its multiplicity is 1. The charge is -1.

The geometry in XYZ format:
```
40
C19H8BrF5NO5Pd (ωB97M-V/def2-TZVPD)
Pd -0.314 -0.404 -0.798
Br 2.391 -5.880 1.796
F -4.059 -4.965 0.816
F -1.769 -4.547 -0.553
F -3.136 -0.117 -1.456
F -5.444 -0.553 -0.055
F -5.908 -2.992 1.078
O -1.533 1.629 2.848
O 1.479 0.394 -2.437
O -1.517 0.059 1.245
O 2.977 2.021 -2.540
O -1.262 -2.087 -1.708
N 0.421 1.407 -0.112
C 2.020 -3.877 -0.199
C -3.375 -1.324 -0.890
C 0.346 3.158 1.498
C -4.764 -2.762 0.400
C 1.702 -4.246 1.096
C 0.733 -1.865 0.104
C 1.442 2.038 -0.741
C 0.898 -3.460 1.899
C 1.934 1.401 -1.955
C -4.530 -1.523 -0.176
C 1.379 3.822 0.852
C -0.083 1.937 1.007
C -2.661 -3.548 -0.453
C 0.396 -2.266 1.389
C -2.363 -2.306 -1.048
C -3.826 -3.766 0.255
C 1.536 -2.672 -0.692
C -1.159 1.140 1.777
C 1.955 3.239 -0.255
H 2.615 -4.533 -0.821
H 3.206 1.497 -3.319
H -0.272 -1.667 1.993
H 1.766 -2.380 -1.709
H 2.789 3.693 -0.771
H -0.132 3.540 2.389
H 0.644 -3.776 2.902
H 1.728 4.781 1.213
```

natural (NBO) charges, unit e, in atom order: atom 1 (Pd): 0.83, atom 2 (Br): 0.00, atom 3 (F): -0.31, atom 4 (F): -0.31, atom 5 (F): -0.33, atom 6 (F): -0.30, atom 7 (F): -0.31, atom 8 (O): -0.71, atom 9 (O): -0.56, atom 10 (O): -0.76, atom 11 (O): -0.68, atom 12 (O): -0.74, atom 13 (N): -0.42, atom 14 (C): -0.25, atom 15 (C): 0.30, atom 16 (C): -0.18, atom 17 (C): 0.22, atom 18 (C): -0.09, atom 19 (C): 0.04, atom 20 (C): 0.05, atom 21 (C): -0.23, atom 22 (C): 0.75, atom 23 (C): 0.26, atom 24 (C): -0.18, atom 25 (C): 0.13, atom 26 (C): 0.25, atom 27 (C): -0.30, atom 28 (C): 0.23, atom 29 (C): 0.26, atom 30 (C): -0.28, atom 31 (C): 0.72, atom 32 (C): -0.20, atom 33 (H): 0.21, atom 34 (H): 0.50, atom 35 (H): 0.26, atom 36 (H): 0.22, atom 37 (H): 0.23, atom 38 (H): 0.26, atom 39 (H): 0.22, atom 40 (H): 0.22

***

| no. | calculated total energy (eV) |
| --- | --- |
| 1 | -59564.15697 |
| 2 | -126062.29835 |
| 3 | -11950.43564 |
| 4 | -118670.80423 |